Here is a 7-piece molecular cluster, CH11ClO8 overall in a non-equilibrium geometry from the OMol25 dataset. Energies are from ωB97M-V with the def2-TZVPD basis set.

```
21
Properties=species:S:1:pos:R:3:forces:R:3
Cl 0.0707 -0.1060 1.0288 0.30 -0.28 0.07
O -2.5542 -0.3612 -0.9745 -0.27 -0.04 0.32
C -2.3830 0.0362 -2.2724 0.36 0.31 -3.76
O -1.4040 -0.4848 -2.8844 -0.04 -0.25 1.13
O -3.1900 0.8113 -2.8549 -0.34 -0.18 1.80
H -1.7839 -0.9467 -0.8878 -0.07 0.24 0.36
O -2.8452 0.7776 2.6612 -0.01 0.08 0.07
H -3.1849 -0.0900 2.8910 0.05 -0.06 -0.13
H -2.1971 0.5981 1.9566 0.07 -0.01 0.03
O 2.8905 1.4843 -0.0500 0.21 -0.20 0.02
H 3.5808 1.2852 0.5871 -0.07 -0.07 0.05
H 2.1728 0.8631 0.1742 -0.03 0.19 -0.04
O 0.4854 3.1839 0.3657 -0.19 0.10 0.05
H 0.2193 2.2471 0.3077 0.17 0.12 0.06
H -0.1912 3.5830 0.9195 -0.10 -0.13 -0.04
O 1.7782 -1.3602 -1.9021 0.21 -0.18 0.11
H 2.3692 -2.0292 -1.5426 -0.08 0.04 0.15
H 1.2052 -1.1284 -1.1532 -0.15 0.17 -0.31
O 1.9136 -2.8855 0.9263 -0.02 -0.06 0.00
H 1.2745 -2.1434 0.9406 0.05 0.15 0.03
H 1.7733 -3.3343 1.7632 -0.06 0.07 0.02
```
Forces are in eV/Å.

DFT total energy   -1106.91268 hartree
Gap between HOMO and LUMO   6.1 eV
E_HOMO   -0.7 eV
Charge   -2
Multiplicity   1

Atomic partial charges in e from the Mulliken method, atoms 1 to 2: -0.903 -0.398